Molecular formula: C9H15P
Method: DFT, ωB97M-V/def2-TZVPD

Atoms and positions in Å:
P (-0.029, 1.217, -0.307)
C (-0.032, -0.470, 0.542)
C (-0.196, -1.698, -0.433)
C (1.097, 2.994, 2.036)
C (-1.296, -0.591, 1.424)
C (-1.482, -2.431, -0.188)
C (1.964, 2.148, 1.896)
C (1.652, 1.797, -2.448)
C (-2.302, -1.267, 0.505)
C (1.282, 0.873, -1.339)
H (0.975, 1.433, -3.260)
H (-1.139, -1.398, 2.182)
H (-2.687, -0.651, -0.250)
H (-2.048, -2.887, -0.971)
H (0.656, -2.476, -0.124)
H (-1.333, -3.264, 0.499)
H (2.727, 1.402, 1.803)
H (0.324, 3.692, 2.018)
H (-3.288, -1.594, 1.047)
H (-0.042, -1.251, -1.404)
H (-1.676, 0.270, 2.067)
H (0.955, -0.511, 1.224)
H (2.740, 1.768, -2.710)
H (1.744, -0.007, -1.543)
H (1.435, 2.902, -2.265)

Properties
HOMO   -8.225 eV
Relative energy (zero: lowest compared OMol25 entry of this formula, charge and spin)   64.3 kcal/mol
Gap between HOMO and LUMO   0.3193 Eh
SMILES string   C/C=P/C1CCCC1.C#C
2S+1   1

Atom charges from the Mulliken analysis, given in e for atoms 1 to 2: -0.20 0.21



Molecular formula: C9H16
Method: DFT, ωB97M-V/def2-TZVPD

Atoms and positions in Å:
C (-0.130, -0.034, 0.225)
C (-0.387, 1.339, 0.103)
C (2.026, -1.133, 0.895)
C (-2.283, -0.421, 1.508)
C (0.357, 2.212, -2.100)
C (0.499, 2.327, -0.580)
C (1.160, -0.663, -0.277)
C (-1.245, -0.919, 0.712)
C (-1.336, -2.410, 0.422)
H (-2.274, -2.871, 0.799)
H (-1.303, -2.600, -0.667)
H (-0.684, 2.415, -2.392)
H (1.457, -1.505, 1.779)
H (0.943, 3.050, -2.521)
H (0.913, -1.515, -0.892)
H (1.784, -0.015, -0.890)
H (-2.372, 0.595, 1.860)
H (1.558, 2.207, -0.322)
H (0.193, 3.331, -0.247)
H (-3.113, -1.057, 1.815)
H (2.655, -1.952, 0.533)
H (-0.508, -2.968, 0.912)
H (2.701, -0.372, 1.246)
H (-1.299, 1.736, 0.495)
H (0.689, 1.223, -2.417)

Properties
HOMO   -7.954 eV
Relative energy (zero: lowest compared OMol25 entry of this formula, charge and spin)   3.7 kcal/mol
Gap between HOMO and LUMO   0.3232 Eh
SMILES string   C=C(C)/C(=C/CC)CC
2S+1   1

Atom charges from the Mulliken analysis, given in e for atoms 1 to 2: 0.80 -0.81



Molecular formula: C9H16Ag5BBr8F4O3
Method: DFT, ωB97M-V/def2-TZVPD

Atoms and positions in Å:
Ag (-1.104, 0.454, 3.461)
Ag (-3.717, -0.989, 2.430)
Ag (-2.566, 0.296, -1.387)
Ag (-1.639, -2.793, 0.538)
Ag (1.635, -1.786, 2.241)
Br (-1.361, 3.211, -0.893)
Br (-0.971, 3.180, 3.701)
Br (2.534, 3.090, -1.690)
Br (2.134, 0.792, 4.173)
Br (2.702, 0.257, -4.053)
Br (-0.271, -2.432, -4.729)
Br (0.142, -5.266, -1.013)
Br (3.742, 0.118, 0.965)
F (-4.386, -0.554, 0.019)
F (-4.026, -2.723, 0.710)
F (-3.461, -2.048, -1.407)
F (-5.619, -2.210, -0.906)
O (0.358, 0.037, 1.404)
O (-1.842, 0.029, 1.126)
O (-0.676, -0.794, -0.466)
C (3.204, 1.830, 1.727)
C (0.121, -4.517, -2.826)
C (-0.647, -0.178, 0.649)
C (-1.809, 3.298, 0.986)
C (1.575, 1.375, -1.640)
C (3.504, 1.843, 3.210)
C (2.375, 0.203, -2.128)
C (-0.494, -3.125, -2.947)
C (-0.542, 3.033, 1.784)
B (-4.391, -1.930, -0.359)
H (0.085, -2.528, -2.239)
H (1.112, -4.478, -3.278)
H (4.438, 1.335, 3.432)
H (2.163, 2.065, 1.496)
H (-0.119, 2.056, 1.552)
H (0.233, 3.747, 1.503)
H (1.806, -0.696, -1.871)
H (0.666, 1.428, -2.236)
H (3.339, -0.010, -1.683)
H (1.283, 1.327, -0.593)
H (-0.367, -5.211, -3.512)
H (-2.255, 4.250, 1.261)
H (-2.486, 2.501, 1.290)
H (3.521, 2.802, 3.719)
H (-1.544, -2.970, -2.713)
H (3.622, 2.685, 1.190)

Properties
HOMO   -14.025 eV
Relative energy (zero: lowest compared OMol25 entry of this formula, charge and spin)   15.5 kcal/mol
Gap between HOMO and LUMO   0.1900 Eh
2S+1   1
Charge   +2

Atom charges from the Mulliken analysis, given in e for atoms 1 to 2: 0.45 0.69



Molecular formula: C9H16BCl24NO3P
Method: DFT, ωB97M-V/def2-TZVPD

Atoms and positions in Å:
Cl (2.635, -3.531, -8.402)
Cl (3.305, -2.489, -4.062)
Cl (2.533, -2.119, 0.877)
Cl (3.926, 0.915, 2.665)
Cl (-4.446, -1.255, 0.444)
Cl (4.241, 3.375, 4.154)
Cl (2.715, -3.516, 3.419)
Cl (1.510, 2.730, -0.236)
Cl (-6.280, -3.092, -4.657)
Cl (-6.786, 0.191, -0.485)
Cl (0.468, -3.172, -2.448)
Cl (4.871, -5.313, -7.876)
Cl (4.093, -2.511, -1.263)
Cl (1.443, 0.143, -1.574)
Cl (5.914, -1.473, -3.279)
Cl (-0.716, -5.003, -0.530)
Cl (-1.401, -2.179, -0.448)
Cl (-4.357, 0.180, -2.076)
Cl (-6.378, -4.522, -2.128)
Cl (3.989, 1.317, -0.772)
Cl (5.303, -2.441, -8.016)
Cl (-8.713, -3.072, -3.068)
Cl (5.832, 2.874, 1.777)
Cl (1.195, -1.050, 3.222)
P (-1.950, 3.788, 4.157)
O (-4.546, 2.307, 2.627)
O (0.259, 5.632, 4.541)
O (-3.237, 2.526, 2.105)
N (0.857, 3.292, 3.829)
C (-2.772, 3.797, 2.470)
C (5.080, 2.149, 3.176)
C (2.276, 1.136, -0.391)
C (-6.951, -3.115, -3.026)
C (4.231, -1.660, -2.803)
C (-5.025, 0.155, -0.444)
C (1.702, -2.527, 2.380)
C (4.179, -3.724, -7.569)
C (-0.960, -3.543, -1.483)
B (0.004, 4.360, 4.147)
H (-2.727, 4.499, 5.080)
H (1.820, 3.424, 4.137)
H (-1.787, -3.716, -2.161)
H (-3.569, 4.550, 2.455)
H (-6.608, -2.227, -2.511)
H (2.198, 0.646, 0.572)
H (0.444, 6.313, 3.888)
H (3.991, -3.637, -6.507)
H (5.832, 1.682, 3.800)
H (0.889, 2.899, 2.895)
H (-4.683, 1.042, 0.074)
H (-2.010, 2.442, 4.551)
H (0.811, -3.088, 2.129)
H (3.802, -0.675, -2.680)
H (-4.442, 2.231, 3.589)
H (-2.005, 4.061, 1.735)

Properties
HOMO   -12.100 eV
Gap between HOMO and LUMO   0.2910 Eh
2S+1   1
Charge   +1

Atom charges from the Mulliken analysis, given in e for atoms 1 to 2: -0.13 -0.13



Molecular formula: C9H16ClOP
Method: DFT, ωB97M-V/def2-TZVPD

Atoms and positions in Å:
Cl (-1.539, -0.350, 3.592)
P (-0.126, -1.578, 2.668)
O (-0.235, -2.981, 3.098)
C (-0.913, 0.955, -0.189)
C (-1.530, -1.330, -0.990)
C (-0.755, 1.408, -1.698)
C (-0.335, 0.181, -2.403)
C (1.383, 0.712, 3.236)
C (1.521, -0.802, 3.200)
C (-1.293, -0.997, -2.471)
C (0.667, -0.387, -1.383)
C (-0.460, -0.431, -0.414)
H (-1.910, 0.960, 0.128)
H (-0.711, -1.919, -2.960)
H (-1.770, 1.828, -1.949)
H (1.758, -1.190, 4.178)
H (-2.660, -1.024, -0.653)
H (1.192, -1.385, -1.692)
H (0.125, 0.467, -3.348)
H (-1.431, -2.359, -0.788)
H (0.851, 0.990, 4.201)
H (-0.030, 2.184, -1.708)
H (-0.360, 1.501, 0.448)
H (2.390, 1.148, 3.117)
H (0.970, 1.169, 2.357)
H (-2.337, -0.909, -3.061)
H (2.306, -1.098, 2.432)
H (1.397, 0.316, -1.107)

Properties
HOMO (spin up / spin down)   -7.727 / -8.357 eV
Relative energy (zero: lowest compared OMol25 entry of this formula, charge and spin)   9.6 kcal/mol
Gap between HOMO and LUMO (spin up / spin down)   0.2377 / 0.3131 Eh
2S+1   1

Atom charges from the Mulliken analysis, given in e for atoms 1 to 2: -0.27 0.64



Molecular formula: C9H16FN2
Method: DFT, ωB97M-V/def2-TZVPD

Atoms and positions in Å:
F (2.046, -0.392, 1.522)
N (-2.196, 0.657, -2.469)
N (-0.588, -0.348, 1.270)
C (-0.333, 0.386, -1.060)
C (-0.430, 0.539, 2.458)
C (-1.757, 0.389, -1.347)
C (-0.487, -1.785, 1.541)
C (-3.527, 0.508, -2.863)
C (2.757, 0.407, -0.528)
C (1.739, 0.076, 0.251)
C (0.301, 0.064, 0.063)
C (4.211, 0.306, -0.071)
H (-2.469, 0.078, -0.380)
H (2.623, 0.720, -1.502)
H (-1.608, -0.232, 0.958)
H (0.321, 0.300, 3.107)
H (-3.725, 1.420, -3.469)
H (-0.059, 1.623, 2.177)
H (0.582, -2.144, 1.717)
H (4.528, -0.696, 0.156)
H (0.161, 0.631, -2.010)
H (4.821, 0.747, -0.879)
H (-1.341, 0.675, 2.982)
H (-0.962, -2.447, 0.738)
H (4.374, 0.788, 0.825)
H (-3.637, -0.387, -3.509)
H (-4.332, 0.278, -2.011)
H (-1.012, -2.161, 2.334)

Properties
HOMO   -12.596 eV
Relative energy (zero: lowest compared OMol25 entry of this formula, charge and spin)   41.4 kcal/mol
Gap between HOMO and LUMO   0.3170 Eh
SMILES string   C/C=C(F)/C(=C/C=N/C)[NH+](C)C
2S+1   1
Charge   +1

Atom charges from the Mulliken analysis, given in e for atoms 1 to 2: -0.35 -0.25



Molecular formula: C9H16IrN3O5SSe4
Method: DFT, ωB97M-V/def2-TZVPD

Atoms and positions in Å:
Ir (1.156, -1.159, 0.883)
Se (4.788, -1.441, 1.172)
Se (3.216, 0.036, 1.250)
Se (1.677, -4.688, 1.903)
Se (3.035, -3.890, 3.316)
S (-0.949, -1.528, 4.890)
O (0.089, -2.792, 0.278)
O (-1.362, -0.539, -0.157)
O (0.439, 0.801, 1.323)
O (1.219, -0.697, -1.152)
O (1.466, -3.022, 0.372)
N (-0.992, 2.424, 1.885)
N (0.532, -0.685, -3.268)
N (0.902, -1.566, 2.818)
C (1.908, -0.785, -3.750)
C (-0.029, 3.027, 2.806)
C (0.268, -0.672, -1.968)
C (-2.321, 3.029, 1.865)
C (0.093, -1.557, 3.678)
C (-1.201, -0.630, -1.543)
C (-1.806, 0.657, 0.412)
C (-0.476, -0.682, -4.322)
C (-0.704, 1.304, 1.242)
H (2.080, -1.777, -4.170)
H (-0.301, 0.162, -4.989)
H (-2.805, 2.903, 0.901)
H (0.944, 2.571, 2.669)
H (-0.356, 2.872, 3.834)
H (-1.704, 0.194, -2.055)
H (-2.957, 2.601, 2.642)
H (2.600, -0.618, -2.934)
H (-2.156, 1.365, -0.346)
H (-2.215, 4.095, 2.051)
H (0.036, 4.095, 2.605)
H (2.066, -0.038, -4.526)
H (-1.483, -0.614, -3.929)
H (-2.643, 0.420, 1.073)
H (-1.658, -1.572, -1.856)
H (-0.396, -1.603, -4.900)

Properties
HOMO (spin up / spin down)   -10.442 / -10.461 eV
Gap between HOMO and LUMO (spin up / spin down)   0.1775 / 0.1792 Eh
<S²>   0.80
2S+1   2
Charge   +1

Atom charges from the Mulliken analysis, given in e for atoms 1 to 2: 1.82 -0.11



Molecular formula: C9H16N
Method: DFT, ωB97M-V/def2-TZVPD

Atoms and positions in Å:
N (-0.056, 0.979, -0.168)
C (-1.055, 0.049, -0.807)
C (-2.250, -0.672, -0.231)
C (-1.281, -1.376, -0.797)
C (1.304, 0.737, 0.288)
C (-0.389, 1.257, 2.285)
C (1.371, -2.051, -2.701)
C (-0.162, -0.073, 2.950)
C (-0.492, 1.257, -1.545)
C (0.308, 1.585, 1.048)
H (1.983, 1.175, -0.372)
H (1.646, -2.102, -3.724)
H (-1.406, 1.308, 1.940)
H (0.522, 2.706, 0.994)
H (-0.937, -0.149, 3.728)
H (-3.272, -0.390, -0.103)
H (1.507, -3.070, -2.369)
H (0.828, -0.137, 3.444)
H (0.468, 1.283, -2.092)
H (-0.272, 2.026, 3.088)
H (-1.240, 2.082, -1.751)
H (1.973, -1.292, -2.380)
H (1.731, -0.171, 0.745)
H (0.337, -1.731, -2.728)
H (-0.793, -2.282, -0.993)
H (-0.373, -0.948, 2.252)

Properties
HOMO   -14.289 eV
Relative energy (zero: lowest compared OMol25 entry of this formula, charge and spin)   148.6 kcal/mol
Gap between HOMO and LUMO   0.4078 Eh
2S+1   1
Charge   +1

Atom charges from the Mulliken analysis, given in e for atoms 1 to 2: 0.54 0.39



The evaluated DFT total energy for the records listed, in turn: -693.09635 -352.46467 -22329.12742 -12043.46946 -1229.20306 -561.53445 -11000.87097 -406.81272 a.u..